#A
A structure of composition CCl4OS. Source: the OMol25 dataset; level of theory: the ωB97M-V functional and the def2-TZVPD basis.

Summary:
HOMO: -0.3583 hartree
molecular weight: 201.889 g mol⁻¹

XYZ file:
```
7
Properties=species:S:1:pos:R:3:lowdin_charge:R:1
C -1.5413 -0.2723 0.3275 -1.14
O 1.2585 -1.3001 0.6726 -0.49
S 0.8407 -0.1572 -0.0227 0.17
Cl -1.4534 0.6643 1.7265 0.56
Cl -2.3691 0.5077 -0.9074 0.59
Cl 1.0748 -0.7422 -2.2188 0.06
Cl 2.1897 1.2998 0.4222 0.25
```

#B
A structure of composition CCl4OS. Source: the OMol25 dataset; level of theory: the ωB97M-V functional and the def2-TZVPD basis.

Summary:
HOMO (spin up / spin down): -0.3119 / -0.3232 hartree
molecular weight: 201.889 g mol⁻¹

XYZ file:
```
7
Properties=species:S:1:pos:R:3:lowdin_charge:R:1
C -1.1290 0.1551 0.1048 -1.67
O 0.6326 -0.8339 -0.9839 -0.68
S 1.6865 -0.9986 0.0098 0.43
Cl -0.3159 0.0141 1.5841 0.59
Cl -1.1475 1.7226 -0.5835 0.60
Cl -2.5451 -0.7804 -0.0888 0.61
Cl 2.8184 0.7212 -0.0425 0.12
```

#B wins, 112.5 kJ/mol ahead of the next structure.